Entry 1:
ORCA calculation (wB97M-V/def2-TZVPD) on a molecular structure, C51H63BaN6O11P2Se2Si at a distorted geometry.

The geometry in ORCA input format:
```
! RIJCOSX wB97M-V def2-TZVPD def2/J DEFGRID3
* xyz -1 1
C 0.046 -5.947 0.882
C -1.672 3.078 -6.436
C 2.951 -4.838 -1.185
H -1.825 -3.294 -5.184
C -0.138 4.396 4.989
H 6.631 2.748 -6.914
O -2.342 -1.387 -0.281
C 1.302 2.488 4.369
C 4.545 3.218 -6.926
H -1.101 4.902 4.857
H 2.823 5.451 -4.671
O -2.607 -3.794 1.049
N -0.416 -4.698 -4.185
H -2.914 -0.823 2.922
C -1.637 1.886 -7.094
H 1.783 1.799 -0.920
H -1.239 2.021 -0.305
C -0.177 -5.143 4.182
C -1.565 -2.796 -3.191
O 0.528 -6.856 1.515
H -1.198 0.611 -4.366
H -6.256 -2.926 4.556
O -0.582 -2.777 -2.414
H 3.038 5.275 -1.445
C 2.198 4.310 5.627
H -0.725 4.290 -4.962
Ba 0.428 -0.424 -1.618
H -1.778 -6.432 1.244
H -2.004 -0.478 -3.418
C 1.958 -4.170 4.589
O 3.713 -0.449 -0.268
H -1.752 1.812 -1.785
C 3.253 2.620 -4.959
C -2.829 2.308 4.108
H -2.610 -1.448 -1.204
H 1.818 6.477 -3.630
C 3.379 3.187 -6.232
C -5.290 -2.554 4.724
C 5.661 2.144 -5.114
C -3.224 -2.394 5.901
C -3.381 -1.465 3.711
H 4.466 3.848 -7.812
C 0.403 2.509 -5.240
C -4.499 -2.838 5.824
H -2.802 -4.991 -0.644
H -2.470 3.862 -6.569
C 2.903 4.441 -2.232
H 3.391 2.570 4.897
C 3.133 -3.611 -0.612
H 1.308 2.114 0.604
C 1.830 5.524 -4.140
C -0.604 0.978 -6.847
O 1.989 1.734 0.033
C 0.022 3.147 4.348
N 0.483 -0.335 1.414
C -0.027 -2.813 4.669
C -2.033 -4.646 0.047
H 2.546 3.795 -6.557
N -1.260 -5.735 0.752
H -0.727 -5.999 3.767
H -4.800 -3.465 6.674
C -0.468 -0.398 3.282
H -2.547 -2.879 0.761
C 1.204 -5.280 4.257
H 0.542 5.750 -1.704
H 1.498 1.468 3.919
C -0.689 0.867 2.764
H 2.559 -0.260 -3.266
N -0.100 0.840 1.571
C -0.586 3.384 -5.556
Si 1.683 2.689 -3.864
H 3.334 -0.927 -2.050
C 0.397 4.737 -2.175
H -2.702 -2.567 6.829
C -4.675 -1.887 3.631
H 3.114 -1.178 0.028
H 3.820 4.476 -2.849
H -5.151 -1.768 2.707
H 1.951 -1.946 4.682
H 0.379 -3.407 1.120
C -4.043 2.162 3.376
H -3.960 2.133 2.291
H -2.470 -0.434 -0.034
Se -0.127 -0.091 6.511
C -4.002 1.748 6.130
H -0.191 -4.978 -5.121
C -1.601 -3.847 -4.244
H -0.599 -0.020 -7.283
C -5.191 1.691 5.433
N 0.209 -1.091 2.426
H -1.794 -3.813 3.999
H 0.340 -4.242 -3.691
C -0.800 -3.940 4.325
H 1.622 -6.184 3.994
P -1.234 2.489 3.248
H 4.281 1.607 -3.465
C -5.247 1.946 4.065
H 1.954 -6.701 -1.143
N 2.201 -3.012 0.165
C 1.003 -5.072 0.086
O 2.895 -1.090 -2.942
C -2.846 2.085 5.500
H 0.354 3.980 -1.365
C 0.411 1.282 -5.965
Se -1.311 3.839 1.615
O -2.593 -2.049 -3.086
C 1.128 -3.759 0.384
C 4.389 2.034 -4.452
H 3.032 -4.306 4.479
C 1.918 -5.664 -0.777
H 3.010 4.702 6.161
O -1.646 1.403 -0.910
H 3.989 -3.049 -0.890
H 1.052 5.564 -4.933
H 3.641 -5.167 -1.868
H 1.289 0.665 -5.818
O -1.426 0.350 -3.483
H -6.209 1.846 3.541
C 5.697 2.676 -6.379
C 1.648 4.430 -3.065
H -4.059 1.375 7.166
H -2.512 1.665 -7.720
H -1.955 2.179 6.078
H -2.496 -4.422 -4.030
H 6.574 1.819 -4.692
H -0.537 4.696 -2.762
H -6.083 1.480 6.042
C 1.355 -2.869 4.636
C 0.983 4.924 5.710
O 1.558 1.423 -2.944
H 0.923 5.901 6.214
C 2.426 3.121 4.963
H 3.115 0.352 -0.013
P -0.880 -1.205 4.901
C -2.612 -1.643 4.867
H 3.070 3.489 -1.659
H -1.256 -4.142 -0.549
*
```

Output
Kohn-Sham gap   7.983 eV

These are the Löwdin partial charges, in e, on atoms 1 to 5: C -0.489; C -0.085; C -0.051; H 0.129; C -0.074

Entry 2:
ORCA calculation (wB97M-V/def2-TZVPD) on 7 unconnected molecules or ions with the total composition FH12O6 at a distorted geometry.

The geometry in ORCA input format:
```
! RIJCOSX wB97M-V def2-TZVPD def2/J DEFGRID3
* xyz -1 1
O 2.234 -0.308 -1.616
O 1.908 0.131 1.457
H -1.763 2.052 -1.340
H -0.885 1.083 1.173
H -1.415 2.384 1.316
F -0.106 -0.019 -0.133
H 0.103 -1.601 0.381
H -2.734 -1.582 -0.073
H 2.670 0.339 0.939
H 1.352 -2.437 0.550
H 1.491 -0.266 -1.040
O -2.678 -0.744 -0.600
O 0.418 -2.486 0.675
O -1.267 1.672 1.871
H 1.093 0.073 0.899
O -0.850 1.972 -1.679
H -0.501 1.255 -1.104
H -1.765 -0.443 -0.429
H 2.690 -1.068 -1.240
*
```

Output
Kohn-Sham gap   10.898 eV
Relative energy (zero: lowest compared OMol25 entry of this formula, charge and spin)   8.7 kcal per mole

These are the Löwdin partial charges, in e, on atoms 1 to 5: O -0.051; O -0.086; H 0.028; H 0.009; H -0.028

Entry 3:
ORCA calculation (wB97M-V/def2-TZVPD) on C4H6ClNS in the gas phase at a distorted geometry.

The geometry in ORCA input format:
```
! RIJCOSX wB97M-V def2-TZVPD def2/J DEFGRID3
* xyz 0 1
C -2.101 0.090 0.395
N 1.557 -0.249 -0.343
S 0.535 -1.279 0.766
C 2.668 -0.671 -0.575
H -0.559 0.433 -1.373
H -0.646 0.731 1.907
H 3.000 0.089 -1.610
H 3.388 -1.595 -0.041
C -0.749 0.080 0.974
C -0.865 0.856 -0.292
H -2.855 0.875 0.835
H -0.774 1.925 -0.192
Cl -2.599 -1.285 -0.450
*
```

Output
SMILES   C=NS[C@H]1C[C@H]1Cl
Kohn-Sham gap   9.673 eV
Relative energy (zero: lowest compared OMol25 entry of this formula, charge and spin)   98.5 kcal per mole

These are the Löwdin partial charges, in e, on atoms 1 to 5: C -0.766; N -0.364; S 0.818; C -0.267; H 0.139

Entry 4:
ORCA calculation (wB97M-V/def2-TZVPD) on 4 unconnected molecules or ions with the total composition C7H22NO3 at a distorted geometry.

The geometry in ORCA input format:
```
! RIJCOSX wB97M-V def2-TZVPD def2/J DEFGRID3
* xyz 1 1
H 3.046 1.275 0.030
H -1.056 -1.980 0.388
C 1.688 -2.380 0.214
C -2.674 0.285 0.762
H 0.630 2.794 -0.181
H -0.447 1.136 1.544
H -3.341 0.612 -0.031
H 1.015 -2.482 1.051
O 0.069 2.798 3.019
H 0.734 0.701 0.401
H -0.538 -2.118 -3.407
H 0.330 3.996 -1.173
H -1.352 -0.751 -2.964
N -0.113 0.385 0.919
C -0.356 -1.176 -2.874
H 1.971 -3.391 -0.098
H -2.509 0.706 1.756
H -3.033 -0.712 1.041
H -2.134 -1.579 -0.960
C 1.206 -1.750 -1.054
C -1.211 -1.342 -0.489
H 0.347 -0.648 -3.515
C -0.041 -1.461 -1.433
H 1.969 -1.633 -1.818
H 2.663 -2.069 0.602
H -0.518 3.553 3.145
H 2.750 -0.167 0.122
O 2.516 0.666 0.563
H 0.157 -0.368 1.549
H 0.239 2.434 3.883
C -1.314 0.101 0.048
O 0.498 3.735 -0.282
H -1.189 0.829 -0.756
*
```

Output
Kohn-Sham gap   9.817 eV
Relative energy (zero: lowest compared OMol25 entry of this formula, charge and spin)   3.8 kcal per mole

These are the Löwdin partial charges, in e, on atoms 1 to 5: H 0.087; H 0.125; C -0.090; C -0.007; H -0.010

Entry 5:
ORCA calculation (wB97M-V/def2-TZVPD) on 5 unconnected molecules or ions with the total composition C27H21O14P at a distorted geometry.

The geometry in ORCA input format:
```
! RIJCOSX wB97M-V def2-TZVPD def2/J DEFGRID3
* xyz 0 1
C 0.454 -0.703 -1.986
H -2.784 2.961 3.074
C -1.667 5.339 0.141
C 0.627 -3.125 -1.657
O 8.733 -3.618 -0.891
H 5.790 -1.444 -1.371
O 4.013 -2.704 0.856
C -4.639 3.578 -2.577
H -5.026 4.550 -2.297
C -5.339 2.456 -2.404
H -0.123 -4.372 -3.291
O 6.502 -1.877 -0.850
H -1.530 3.593 -1.050
H -0.805 -2.459 -4.729
H -2.193 0.930 3.339
O -2.643 4.576 -3.324
C -4.789 1.140 -2.791
C 5.552 -4.380 -2.411
H -1.365 6.039 -0.628
C -2.394 4.972 2.534
H -0.310 1.035 7.271
O -0.497 0.017 -4.015
H 0.588 0.327 -1.680
C -1.981 5.910 1.469
C -1.077 -0.848 6.671
C 4.061 -3.702 0.076
H 3.134 -3.852 -0.593
C -3.282 3.552 -3.165
H -0.794 -1.389 7.565
O -0.974 2.354 5.138
P 7.574 -2.777 -1.825
O -1.903 7.106 1.677
C -0.354 -2.318 -3.754
O 6.746 -3.808 -2.940
O -2.247 1.892 0.772
C -0.818 0.451 6.513
C 0.820 -1.727 -1.216
H 6.293 -4.130 0.288
O 0.963 -4.061 -0.955
H 5.169 -5.508 0.725
O 5.479 -5.309 -1.340
C -1.909 0.390 4.234
C -2.482 3.661 2.306
O -2.011 -2.809 5.768
O 4.477 -4.066 -2.994
C -2.169 -0.908 4.392
C -3.433 1.114 -3.379
C 5.327 -4.665 -0.049
C 0.012 -3.343 -2.984
H -1.738 2.234 -3.980
C -1.214 1.168 5.282
H 9.600 -3.296 -1.244
H -3.045 0.143 -3.658
C -1.773 -1.625 5.623
H 1.271 -1.586 -0.241
C -2.168 3.091 0.980
H -2.620 5.406 3.500
H -6.334 2.457 -1.976
H -2.676 -1.492 3.634
C -1.755 4.028 -0.085
O -5.428 0.117 -2.632
C -0.161 -0.920 -3.313
C -2.733 2.235 -3.552
*
```

Output
SMILES   O=C1C=CC(=O)C=C1.O=C1C=CC(=O)C=C1.O=C1C=CC(=O)C=C1.O=C1C=CC(=O)C=C1.O=CCOC(=O)OP(O)O
Kohn-Sham gap   7.466 eV

These are the Löwdin partial charges, in e, on atoms 1 to 5: C 0.032; H 0.098; C 0.035; C -0.377; O -0.294

Entry 6:
ORCA calculation (wB97M-V/def2-TZVPD) on C6H15N in the gas phase at a distorted geometry.

The geometry in ORCA input format:
```
! RIJCOSX wB97M-V def2-TZVPD def2/J DEFGRID3
* xyz 0 1
H 1.259 1.595 1.408
C -0.690 3.042 -0.235
H 1.575 -1.983 -1.142
H -0.356 3.585 0.648
H -0.798 -2.596 1.426
H -1.660 3.306 -0.678
C -0.660 1.600 0.201
C -0.117 -2.691 0.608
H -1.092 -1.096 -0.299
H 0.116 3.224 -0.963
H -0.722 -3.319 -0.162
H 0.046 -0.562 1.782
H -1.332 1.305 1.019
H 1.417 1.098 -0.204
C 0.700 1.012 0.631
C 0.677 -1.347 -1.348
C -0.064 -1.239 0.005
N 0.702 -0.414 0.978
H 1.034 -0.383 -1.823
H 0.106 -1.907 -2.118
H 0.801 -3.180 0.894
H -0.939 0.948 -0.626
*
```

Output
SMILES   CCCNC(C)C
Kohn-Sham gap   10.361 eV
Relative energy (zero: lowest compared OMol25 entry of this formula, charge and spin)   31.4 kcal per mole

These are the Löwdin partial charges, in e, on atoms 1 to 5: H 0.124; C -0.107; H 0.082; H 0.071; H 0.049

Entry 7:
ORCA calculation (wB97M-V/def2-TZVPD) on a molecular structure, C32H86CaClO23S13 at a distorted geometry.

The geometry in ORCA input format:
```
! RIJCOSX wB97M-V def2-TZVPD def2/J DEFGRID3
* xyz 1 1
H 11.716 14.003 12.920
H 15.490 25.075 11.865
H 14.739 10.483 12.291
C 18.427 20.572 19.532
O 12.330 18.314 18.539
H 7.708 15.420 16.394
H 17.846 19.827 20.075
C 17.478 15.846 19.078
O 12.876 16.302 14.477
H 21.822 13.565 12.447
O 10.485 15.232 16.316
H 16.744 19.410 12.134
H 17.055 18.625 14.728
H 9.252 20.099 13.934
H 12.948 21.552 13.374
O 11.737 21.889 9.976
H 14.705 9.992 10.624
C 15.336 10.460 11.379
H 17.553 16.747 10.129
O 20.678 18.067 12.426
H 10.931 14.537 11.409
C 10.576 21.236 18.038
S 10.032 12.354 12.277
S 13.061 13.932 17.755
C 19.566 18.437 12.809
C 17.730 17.074 17.270
H 11.298 19.267 12.787
H 20.837 11.588 14.153
H 12.817 22.560 16.990
C 13.989 16.175 10.658
H 18.284 9.544 18.237
S 15.214 17.469 10.524
C 8.545 19.316 13.658
H 17.771 20.134 14.219
H 10.368 18.615 11.379
S 17.918 20.528 17.761
H 13.934 24.389 11.345
H 16.459 15.449 10.614
H 12.429 13.572 15.321
C 13.076 16.954 20.834
H 13.827 15.704 9.689
H 11.033 20.665 18.846
H 15.465 23.827 10.673
H 17.815 12.227 17.900
H 19.496 20.414 19.672
H 10.412 10.509 13.800
O 14.682 23.713 14.213
H 12.083 17.138 21.243
H 11.289 11.837 14.380
C 16.478 12.786 12.334
O 14.973 18.292 9.278
S 11.344 20.846 16.409
H 18.327 17.825 16.752
C 14.972 24.158 11.587
H 7.274 14.146 15.165
C 13.082 19.717 20.790
C 9.811 21.090 8.082
H 19.389 9.475 16.907
H 15.923 21.852 18.510
C 12.952 21.490 16.834
C 9.164 13.144 17.391
H 13.076 16.681 10.970
C 18.110 12.107 16.858
H 21.819 14.467 13.966
H 15.477 14.477 17.333
C 17.776 19.060 14.036
O 15.935 10.472 16.536
S 9.418 17.749 13.358
H 7.687 19.288 14.330
H 17.569 12.933 16.396
C 16.121 20.869 18.082
H 13.509 19.481 21.765
H 13.452 21.046 17.695
H 8.641 13.769 18.114
H 13.341 12.064 15.887
C 12.030 19.579 8.664
H 19.121 11.248 13.907
C 19.949 11.885 13.596
C 10.999 11.357 13.446
S 9.605 14.070 15.848
S 11.659 21.329 8.546
H 15.537 20.619 17.196
H 15.374 12.906 17.841
H 20.961 15.082 12.491
H 14.021 13.471 15.447
S 15.696 12.165 10.795
C 17.375 18.671 12.628
O 9.979 17.472 14.746
H 12.034 13.244 11.276
H 20.145 11.623 12.556
H 8.263 15.597 14.706
O 15.252 16.420 14.341
O 12.652 15.423 17.639
H 9.315 22.039 7.881
H 19.193 12.234 16.838
H 13.361 20.696 20.401
H 15.268 14.069 19.063
H 16.184 9.783 11.480
C 14.919 13.874 18.049
H 16.720 13.844 12.234
H 9.221 20.676 8.900
H 9.521 20.963 18.059
O 13.918 18.275 13.729
H 11.936 11.126 12.940
O 8.865 12.945 13.068
H 18.160 21.563 19.900
Ca 11.431 17.121 16.729
Cl 14.047 17.149 14.605
O 17.994 15.064 18.142
S 13.433 18.336 19.659
C 16.557 16.330 9.980
H 16.355 16.100 8.934
O 17.507 17.077 18.688
H 10.607 22.312 18.207
H 15.851 20.198 18.897
H 12.001 19.599 20.864
H 13.737 17.085 21.691
H 8.473 12.393 17.008
H 7.939 19.688 12.833
H 16.807 17.071 16.692
O 18.498 18.405 11.947
C 21.224 14.210 13.090
H 12.624 22.710 12.143
C 13.151 13.130 16.008
S 17.434 10.558 16.088
C 13.422 22.094 12.556
C 18.408 15.765 17.007
H 13.048 15.966 20.374
S 19.501 13.656 13.467
O 19.157 18.707 14.037
H 15.766 12.799 13.159
H 17.998 8.358 17.000
C 18.333 9.383 17.160
C 11.308 13.677 11.964
H 13.068 19.589 8.996
O 17.095 15.504 20.188
O 18.605 21.703 17.063
O 19.338 14.117 14.862
H 11.518 17.598 12.217
H 13.555 21.396 15.930
H 17.315 12.152 12.628
H 16.804 17.745 12.700
C 8.005 14.887 15.491
H 9.760 20.381 7.255
O 14.064 17.613 15.947
H 13.740 21.383 11.794
H 10.083 12.762 17.836
H 11.272 19.230 9.365
C 10.794 18.400 12.359
O 14.380 12.925 10.587
H 19.493 15.863 17.042
S 14.999 22.918 12.976
H 17.949 15.378 16.098
H 12.159 19.151 7.670
O 11.548 19.313 16.208
H 14.412 15.354 11.237
*
```

Output
Kohn-Sham gap   8.169 eV

These are the Löwdin partial charges, in e, on atoms 1 to 5: H 0.040; H 0.050; H 0.046; C -0.238; O -0.690

Computed values of LUMO level (unit: eV) for the preceding records, in sequence: 2.1 3.7 0.8 -2.7 -1.8 1.1 -2.0.
Computed values of HOMO energy (unit: eV) for the preceding records, in sequence: -5.898 -7.231 -8.871 -12.561 -9.285 -9.267 -10.142.